{"formula": "C4H7NOS2", "method": "ωB97M-V/def2-TZVPD", "elements": ["C", "C", "O", "N", "C", "C", "S", "S", "H", "H", "H", "H", "H", "H", "H"], "xyz": [[3.622754, 0.131375, -0.578594], [2.818223, -0.073854, 0.706349], [1.400727, -0.072526, 0.504226], [0.945313, -1.112010, -0.218404], [-0.297152, -1.117009, -0.379158], [-1.335318, -0.102535, -0.080307], [-2.842798, -0.675589, 0.126550], [-1.136712, 1.641195, -0.096619], [4.732853, 0.252601, -0.337323], [3.249224, 1.006163, -1.115063], [3.459213, -0.766617, -1.190837], [3.147435, -0.976101, 1.263076], [2.941929, 0.772466, 1.348450], [-0.739279, -2.051918, -0.742529], [0.206741, 1.650119, -0.219400]], "forces_ev_per_angstrom": [[0.530, -0.578, 0.477], [0.554, -0.394, -0.245], [0.240, 1.066, 0.123], [1.349, -1.063, 0.382], [-1.461, -0.134, -0.422], [-0.477, 0.248, 0.094], [-0.203, 0.030, 0.119], [0.545, -0.635, -0.028], [-1.533, -0.180, -0.364], [0.180, -0.029, 0.025], [0.336, 0.365, -0.078], [-0.379, 0.324, -0.423], [0.124, 0.489, 0.539], [0.387, 0.417, -0.228], [-0.192, 0.073, 0.031]], "de_lowest_kj_mol": 280.92, "homo_lumo_gap_ev": 8.10, "homo_energy_ev": -8.948, "smiles": "CCO/N=C\\C(=S)S"}

***

{"formula": "C31H45AsCuF3Ge2", "method": "ωB97M-V/def2-TZVPD", "elements": ["Cu", "C", "C", "Ge", "C", "C", "C", "C", "Ge", "C", "C", "C", "C", "C", "C", "C", "C", "C", "C", "H", "H", "H", "H", "H", "H", "H", "H", "H", "H", "H", "H", "H", "H", "H", "H", "H", "H", "H", "H", "H", "H", "H", "H", "H", "H", "C", "C", "As", "C", "C", "C", "C", "H", "H", "H", "H", "H", "H", "H", "H", "H", "H", "H", "H", "H", "H", "H", "F", "C", "F", "F", "C", "C", "C", "C", "C", "C", "C", "C", "H", "H", "H", "H"], "xyz": [[0.421857, -0.630471, -1.062934], [4.089663, 1.903068, -1.445692], [4.028706, 0.507986, -2.053381], [2.896357, -0.778809, -1.089762], [3.346158, -2.540128, -1.855585], [2.648556, -3.717107, -1.170121], [3.508590, -0.781563, 0.757478], [2.681896, -0.811539, 1.801408], [0.759000, -0.856491, 1.399022], [-0.278851, 0.773314, 1.767220], [-0.463052, 1.113956, 3.253222], [-0.201974, -2.559311, 1.528001], [-0.376436, -3.030888, 2.980810], [3.068977, -0.820878, 3.235857], [4.404544, -0.749218, 3.641522], [4.737528, -0.743862, 4.984758], [3.746476, -0.815048, 5.957349], [2.418404, -0.900665, 5.574960], [2.092686, -0.898438, 4.226912], [4.819950, 2.525818, -1.965643], [4.362812, 1.874338, -0.388944], [3.121623, 2.385653, -1.526362], [5.021874, 0.050516, -2.071957], [3.689309, 0.568174, -3.090213], [4.432180, -2.627346, -1.757001], [3.120568, -2.521022, -2.923522], [2.837423, -3.707560, -0.093856], [3.014867, -4.667161, -1.561525], [1.567700, -3.688602, -1.325718], [4.587276, -0.761175, 0.925151], [-1.240497, 0.628264, 1.274615], [0.243074, 1.584582, 1.261420], [-0.976968, 0.317040, 3.793717], [-1.073095, 2.014593, 3.343363], [0.488310, 1.306852, 3.747310], [0.354481, -3.298820, 0.950224], [-1.162155, -2.403357, 1.043411], [0.579985, -3.196598, 3.476536], [-0.924539, -3.973906, 2.993207], [-0.949018, -2.310810, 3.569555], [5.196191, -0.698119, 2.904646], [5.778245, -0.688351, 5.275796], [4.010933, -0.802958, 7.006445], [1.638766, -0.973891, 6.321971], [1.045436, -0.962225, 3.946527], [0.783472, 5.443002, -1.497567], [1.208210, 4.170415, -0.765435], [0.269329, 2.556190, -1.375234], [-1.577730, 3.215165, -1.342840], [-2.630969, 2.209116, -1.790740], [0.632631, 2.526496, -3.298751], [0.555173, 1.113365, -3.875605], [1.388678, 6.277706, -1.143148], [-0.259723, 5.689300, -1.308075], [0.925560, 5.358620, -2.575452], [1.025519, 4.262818, 0.306075], [2.272208, 3.994973, -0.889197], [-1.570928, 4.073524, -2.016392], [-1.784503, 3.571310, -0.333071], [-2.502609, 1.943538, -2.841686], [-3.628092, 2.635411, -1.677869], [-2.577163, 1.292548, -1.210984], [1.620200, 2.958073, -3.466246], [-0.106448, 3.174093, -3.773414], [1.313435, 0.468427, -3.419688], [0.720888, 1.120161, -4.952533], [-0.420273, 0.659010, -3.686328], [-8.985128, -1.109511, -1.190598], [-8.253452, -2.180699, -1.525310], [-8.668077, -3.201083, -0.755239], [-8.560668, -2.499036, -2.792221], [-6.779005, -1.934023, -1.362144], [-6.322054, -0.893703, -0.569360], [-4.960267, -0.678845, -0.439093], [-4.047986, -1.495791, -1.111191], [-4.522631, -2.558052, -1.886976], [-5.882624, -2.773123, -2.010428], [-2.642948, -1.211211, -1.048231], [-1.459658, -0.912640, -1.027491], [-7.026194, -0.245198, -0.066713], [-4.593699, 0.129320, 0.180627], [-3.818803, -3.202773, -2.395251], [-6.247520, -3.584759, -2.626427]], "forces_ev_per_angstrom": [[-0.020, 0.709, -0.357], [0.197, -0.164, -0.017], [-0.337, 0.260, -0.136], [0.273, -0.039, 0.339], [-0.530, -0.215, -0.047], [0.124, 0.089, -0.040], [0.084, 0.066, -0.008], [-0.270, -0.028, 0.292], [-0.051, 0.067, -0.153], [0.047, -0.044, 0.227], [-0.020, 0.010, -0.115], [0.149, -0.050, 0.299], [0.040, 0.004, -0.106], [0.136, -0.008, -0.009], [0.021, -0.001, 0.000], [-0.006, -0.007, -0.036], [0.015, 0.001, -0.001], [-0.009, -0.008, 0.005], [0.016, -0.020, -0.127], [-0.027, 0.033, 0.032], [-0.017, 0.028, -0.004], [-0.071, 0.045, 0.005], [-0.037, -0.093, 0.026], [0.099, -0.062, -0.023], [0.003, 0.122, 0.023], [0.046, -0.027, -0.010], [-0.028, -0.030, -0.009], [-0.038, -0.004, 0.025], [0.005, 0.000, 0.001], [-0.045, 0.004, -0.006], [0.002, -0.002, -0.051], [0.016, 0.036, 0.006], [0.012, 0.021, 0.011], [-0.003, -0.029, 0.024], [-0.018, 0.000, 0.011], [-0.026, 0.006, -0.029], [-0.002, 0.021, -0.047], [-0.021, -0.027, 0.010], [-0.003, 0.024, 0.007], [0.010, -0.034, 0.016], [-0.025, 0.014, 0.025], [-0.010, 0.012, 0.007], [0.002, -0.026, -0.015], [-0.004, 0.028, -0.017], [-0.002, -0.017, 0.072], [-0.068, -0.108, 0.001], [0.021, 0.003, 0.174], [-0.005, -0.052, -0.401], [-0.275, -0.334, 0.079], [0.092, 0.089, -0.039], [0.084, -0.319, -0.113], [-0.120, 0.044, 0.119], [0.010, 0.000, -0.025], [0.020, 0.040, 0.004], [0.016, 0.019, 0.002], [-0.025, -0.037, 0.022], [0.050, -0.006, 0.018], [0.095, 0.063, 0.067], [0.084, 0.029, 0.031], [-0.010, -0.030, 0.011], [0.007, 0.043, -0.024], [-0.041, -0.014, 0.011], [0.006, 0.036, 0.050], [-0.001, 0.046, 0.045], [0.034, 0.011, -0.045], [0.029, -0.022, 0.002], [-0.004, 0.014, -0.043], [-0.023, 0.070, 0.026], [0.002, -0.028, 0.022], [-0.013, -0.063, 0.057], [-0.005, -0.009, -0.066], [0.006, 0.025, -0.053], [0.033, 0.037, 0.040], [0.010, -0.018, 0.010], [0.072, 0.068, -0.038], [-0.027, 0.026, 0.012], [0.076, -0.055, -0.031], [-0.028, -0.061, 0.065], [0.243, -0.210, -0.055], [0.000, -0.017, 0.005], [-0.010, 0.017, -0.036], [0.002, 0.027, -0.022], [-0.012, 0.015, 0.021]], "de_lowest_kj_mol": 190.66, "spin_multiplicity": 2, "homo_lumo_gap_ev": [7.10, 4.38], "total_charge": 1, "homo_energy_ev": [-10.940, -10.886]}